# 1
Computed, not measured: C20H33F3InNO4PSSi as an isolated structure at a distorted geometry, with ωB97M-V with the def2-TZVPD basis set.

Structure (ORCA input):
```
! wB97M-V def2-TZVPD RIJCOSX def2/J DEFGRID3
* xyz -1 1
C 2.20242 1.31942 5.96790
C 0.64594 1.83445 5.84770
C -0.21317 0.63991 5.05250
C -1.76867 1.07222 4.77452
C -2.55083 0.19013 3.63860
C -1.92683 -1.29555 3.34760
C -1.10085 -1.24719 1.92084
In -2.37177 -1.67237 0.09576
C -3.56577 0.19317 -0.52818
O -3.42480 0.66209 -1.79274
N -4.49932 0.96007 0.38225
C -4.08516 2.40548 0.55003
O -2.85597 2.81619 0.95038
F -5.07853 3.50616 0.26299
C -0.89778 -2.09632 -1.63172
F -0.82737 -3.57102 -1.90823
F -1.51625 -1.47804 -2.82623
C 0.52813 -1.43781 -1.16276
C 1.70752 -1.44260 -2.30135
Si 1.64057 0.01302 -3.55900
C 0.47338 1.36503 -2.83985
C 0.99318 -0.76434 -5.24119
C 3.33755 0.82545 -3.96525
C 3.66016 2.29339 -3.23108
C 5.07608 3.12943 -3.53683
C 6.15623 2.48717 -4.59239
C 5.84665 1.02594 -5.28761
C 4.45319 0.18296 -5.00418
P -3.84815 -3.72511 0.26451
O -5.35478 -3.36517 -0.59710
O -3.10541 -5.06491 -0.58172
S -4.35765 -4.23617 2.07073
H 2.23036 0.13502 5.83078
H 2.87329 1.77951 5.10651
H 2.65506 1.53019 7.04681
H 0.21472 2.07412 6.91179
H 0.64944 2.81361 5.20681
H 0.36868 0.23312 4.12262
H -0.25410 -0.25950 5.83680
H -1.73282 2.19150 4.36066
H -2.41346 1.11668 5.75168
H -3.65538 0.01424 4.05499
H -2.70155 0.77126 2.61312
H -2.85962 -2.01449 3.15098
H -1.33752 -1.77700 4.23599
H -0.19732 -1.99159 1.89855
H -0.65725 -0.14592 1.79549
H -4.67056 0.47826 1.29178
H 0.34688 -0.37175 -0.66037
H 0.92926 -2.12104 -0.26971
H 1.67717 -2.48714 -2.86327
H 2.75085 -1.44051 -1.72103
H 0.25486 2.18635 -3.64432
H -0.50434 0.86273 -2.39648
H 1.04363 1.85659 -1.91327
H 0.07334 -1.46883 -4.99799
H 1.86390 -1.46647 -5.65813
H 0.71834 0.08392 -6.00014
H 2.92485 2.82019 -2.47783
H 5.23608 4.18218 -3.01078
H 7.14435 3.11035 -4.82112
H 6.66150 0.60727 -6.04954
H 4.24128 -0.84118 -5.52974
H -5.10835 -2.86902 -1.45525
H -2.13752 -5.11770 -0.28532
*
```

Values from the calculation:
- HOMO level: -5.5543 eV
- Kohn-Sham gap: 7.314 eV
- LUMO level: 0.0647 Ha

Want to see where the charge sits? The Mulliken charges in e are:
1 C -0.891
2 C -0.385
3 C -0.421
4 C -0.606
5 C 0.163
6 C -0.278
7 C -0.620
8 In 0.639
9 C 0.231
10 O -0.552
11 N -0.261
12 C 0.427
13 O -0.440
14 F -0.259
15 C 0.228
16 F -0.338
17 F -0.309
18 C -0.402
19 C -0.678
20 Si 0.303
21 C -0.553
22 C -0.902
23 C 0.441
24 C -0.243
25 C -0.378
26 C -0.334
27 C -0.380
28 C -0.256
29 P 0.534
30 O -0.569
31 O -0.513
32 S -0.460
33 H 0.244
34 H 0.232
35 H 0.280
36 H 0.259
37 H 0.289
38 H 0.249
39 H 0.211
40 H 0.210
41 H 0.261
42 H 0.397
43 H -0.461
44 H -0.137
45 H 0.245
46 H 0.236
47 H 0.219
48 H 0.385
49 H 0.115
50 H 0.230
51 H 0.290
52 H 0.360
53 H 0.355
54 H -0.039
55 H 0.168
56 H 0.266
57 H 0.228
58 H 0.263
59 H 0.120
60 H 0.263
61 H 0.254
62 H 0.235
63 H 0.176
64 H 0.332
65 H 0.324

=====

# 2
Computed, not measured: C20H33F5N6O3S5SbTi as an isolated structure, with ωB97M-V with the def2-TZVPD basis set.

Structure (ORCA input):
```
! wB97M-V def2-TZVPD RIJCOSX def2/J DEFGRID3
* xyz -2 2
Ti 1.42588 -1.65028 0.85137
N 5.10359 0.58219 1.32331
C 4.24198 0.35353 2.34934
O 3.73560 1.27515 2.98266
C 4.00709 -1.09847 2.71403
C 2.51850 -1.46193 2.70797
H 5.05283 1.51134 0.93411
H 5.27280 -0.13788 0.62757
H 4.44083 -1.22363 3.71645
H 4.56534 -1.74456 2.03404
H 1.97242 -0.77504 3.36695
H 2.40033 -2.46124 3.15958
S 5.58634 -1.15352 -1.94498
Sb 3.37289 -1.68476 -1.80464
S 2.14135 0.03630 -0.72051
S 3.00696 -3.25942 -0.03348
S 2.21630 -2.48399 -3.63613
C -2.75702 2.94205 -1.38908
C -2.60457 1.43062 -1.36993
N -1.29610 1.12827 -0.84778
C -0.94528 1.61474 0.40040
N -0.15640 0.93401 1.13500
C 0.29992 1.49048 2.39086
C -0.72092 2.43662 3.00307
C -1.10305 3.48674 1.97721
N -1.44781 2.87567 0.70496
C -2.57009 3.47969 0.01803
H -3.73794 3.24184 -1.76579
H -1.99323 3.36260 -2.04456
H -2.67954 1.01327 -2.37479
H -3.41644 0.98468 -0.77009
H -0.94597 0.19152 -1.00998
H 1.26895 1.98464 2.25879
H 0.48961 0.66159 3.07337
H -0.32547 2.91769 3.90047
H -1.61188 1.86775 3.28710
H -0.27797 4.19734 1.84008
H -1.96971 4.06090 2.32249
H -2.41270 4.56336 -0.01795
H -3.49379 3.31685 0.59944
N -1.30183 -2.07210 -0.98527
N 0.05373 -2.53745 -0.92672
H -1.57296 -1.89020 -0.02194
H -1.91530 -2.79576 -1.34699
H 0.50610 -2.37051 -1.83008
H 0.12717 -3.53170 -0.72814
C 0.60791 3.15551 -3.02931
C -0.01529 2.21562 -4.05049
S 1.00907 0.71443 -4.13966
O 2.24751 1.17573 -4.81724
C 0.01815 -0.14556 -5.39942
C -1.27267 -0.70070 -4.81851
H 0.10571 4.12673 -3.03111
H 1.66087 3.31175 -3.26595
H 0.54505 2.72569 -2.02866
H -0.03240 2.64917 -5.05498
H -1.02513 1.91430 -3.76481
H 0.68873 -0.95353 -5.69443
H -0.12928 0.52798 -6.24758
H -1.06580 -1.23368 -3.88782
H -1.73654 -1.40351 -5.51358
H -1.99801 0.08833 -4.60994
F -3.34914 -5.06623 5.10101
C -2.60119 -4.28733 4.29118
C -2.95898 -2.97051 4.05607
F -4.05651 -2.47478 4.65883
C -2.20820 -2.17655 3.21495
F -2.59551 -0.90370 3.01639
C -1.05090 -2.64414 2.55599
O -0.36293 -1.89130 1.77140
C -0.72902 -3.99386 2.82156
F 0.35309 -4.50810 2.21747
C -1.47654 -4.79062 3.66315
F -1.12260 -6.07010 3.87564
*
```

Values from the calculation:
- HOMO level (alpha / beta): -1.4577 / -2.1395 eV
- Kohn-Sham gap (alpha / beta): 5.394 / 6.076 eV
- Relative energy (zero: lowest compared OMol25 entry of this formula, charge and spin): 0.604 eV
- LUMO level (alpha / beta): 0.1447 / 0.1447 Ha

Want to see where the charge sits? The Mulliken charges in e are:
1 Ti 0.752
2 N -0.354
3 C 0.384
4 O -0.688
5 C -0.550
6 C -0.987
7 H 0.252
8 H 0.118
9 H 0.351
10 H 0.315
11 H 0.408
12 H 0.358
13 S -0.792
14 Sb 0.853
15 S -0.490
16 S -0.778
17 S -0.772
18 C -0.189
19 C -0.662
20 N 0.793
21 C -0.617
22 N 0.306
23 C -0.382
24 C -0.839
25 C -0.878
26 N 0.465
27 C -0.981
28 H 0.416
29 H -0.061
30 H 0.210
31 H 0.354
32 H -0.383
33 H 0.129
34 H -0.016
35 H 0.459
36 H 0.245
37 H 0.255
38 H 0.476
39 H 0.431
40 H 0.387
41 N -0.517
42 N -0.247
43 H -0.014
44 H 0.273
45 H -0.057
46 H 0.223
47 C -1.309
48 C -0.402
49 S 0.862
50 O -0.752
51 C -0.703
52 C -0.733
53 H 0.370
54 H 0.503
55 H 0.109
56 H 0.548
57 H 0.044
58 H 0.381
59 H 0.393
60 H -0.010
61 H 0.404
62 H 0.233
63 F -0.343
64 C 0.637
65 C -0.048
66 F -0.332
67 C 0.293
68 F -0.275
69 C 0.392
70 O 0.704
71 C -0.161
72 F -0.402
73 C -0.034
74 F -0.328